Record 1
A structure of composition C18H22CoN4O2. Source: the Open Molecules 2025 dataset; level of theory: wB97M-V/def2-TZVPD.

Positions of all 47 atoms, in Å:
1 Co 0.235195 -1.266183 -1.231304
2 C 0.749250 -0.137322 1.555032
3 N 0.778395 0.397517 0.191373
4 C -0.210368 1.471684 0.071603
5 C 2.111060 0.952026 -0.142932
6 C 3.336494 -1.193384 -0.428305
7 C 4.507837 -2.074294 -0.473771
8 C 4.488911 -3.406178 -0.312979
9 C 3.343181 -4.229973 0.020281
10 C 2.044383 -3.915862 -0.165100
11 C 1.561105 -2.782664 -0.925399
12 H 0.981757 0.644784 2.290877
13 H 1.478739 -0.939670 1.652723
14 H -0.244635 -0.535351 1.752719
15 H 0.030157 2.303248 0.747583
16 H -1.195453 1.087955 0.331075
17 H -0.233682 1.838948 -0.953851
18 H 2.264458 1.867564 0.447707
19 H 2.062041 1.255776 -1.194219
20 H 5.458284 -1.600356 -0.694796
21 H 5.437831 -3.926730 -0.381924
22 H 3.576735 -5.205201 0.435800
23 H 1.289515 -4.629532 0.142294
24 O -1.048834 -0.344836 -2.462669
25 N -2.248015 -0.207153 -2.035555
26 N -2.471872 -0.785487 -0.925299
27 O -1.561088 -1.470343 -0.280340
28 C -3.785506 -0.694427 -0.353063
29 C -4.768558 0.081817 -0.955822
30 C -6.019275 0.145025 -0.367037
31 C -6.286701 -0.553323 0.804141
32 C -5.293050 -1.320646 1.388969
33 C -4.031706 -1.397028 0.814387
34 H -4.551587 0.620235 -1.865326
35 H -6.791841 0.746235 -0.827764
36 H -7.267613 -0.497330 1.257020
37 H -5.495582 -1.868210 2.299948
38 H -3.242506 -1.991104 1.248262
39 C 5.191864 1.722795 -0.048695
40 C 4.480424 0.658225 0.788003
41 C 3.306857 0.049189 0.071875
42 N 2.188766 -1.660800 -1.100019
43 H 6.020453 2.170368 0.501281
44 H 4.510262 2.526797 -0.332979
45 H 5.587160 1.288562 -0.968561
46 H 4.127205 1.108788 1.721959
47 H 5.186551 -0.120752 1.077999

Forces on the atoms, in the same order (eV/Å):
0.1 0.0 -0.1
0.0 0.0 0.0
0.0 0.1 0.0
0.0 0.0 0.0
0.0 0.0 0.0
0.0 0.1 0.1
0.0 0.0 0.0
0.0 0.0 0.0
0.0 0.0 0.0
0.0 0.0 0.0
-0.1 0.0 0.1
0.0 0.0 0.0
0.0 0.0 0.0
0.0 0.0 0.0
0.0 0.0 0.0
0.0 0.0 0.0
0.0 0.0 0.0
0.0 0.0 0.0
0.0 0.0 0.0
0.0 0.0 0.0
0.0 0.0 0.0
0.0 0.0 0.0
0.0 0.0 0.0
0.0 0.0 0.1
0.0 0.0 0.0
0.1 0.0 0.0
-0.1 0.0 0.0
0.0 0.0 0.0
0.0 0.0 0.0
0.0 0.0 0.0
0.0 0.0 0.0
0.0 0.0 0.0
0.0 0.0 0.0
0.0 0.0 0.0
0.0 0.0 0.0
0.0 0.0 0.0
0.0 0.0 0.0
0.0 0.0 0.0
0.0 0.0 0.0
0.0 0.0 0.0
0.0 -0.1 0.0
-0.1 0.0 -0.2
0.0 0.0 0.0
0.0 0.0 0.0
0.0 0.0 0.0
0.0 0.0 0.0
0.0 0.0 0.0

The lowest unoccupied orbital energy (alpha / beta) comes out at 0.2 / 0.0 eV. The charge is 0. As for the expectation value of S²: 3.803. The spin multiplicity is 4. The calculation puts the gap between HOMO and LUMO (alpha / beta) at 0.27189 / 0.29386 Ha.

=====

Record 2
A structure of composition C18H22F6IrN3O10S2 in a non-equilibrium geometry. Source: the Open Molecules 2025 dataset; level of theory: wB97M-V/def2-TZVPD.

Positions of all 62 atoms, in Å:
1 Ir 1.075976 -0.189194 0.176737
2 C -4.975311 4.454911 -1.385664
3 O -3.914785 3.598180 -1.780438
4 C -3.025767 3.204157 -0.846149
5 C -3.086965 3.617973 0.501616
6 C -2.134918 3.151992 1.363803
7 C -1.096959 2.275593 0.973375
8 C -0.128228 1.882493 1.956213
9 C -0.209049 2.392166 3.370285
10 O 0.857338 1.135865 1.741882
11 C -1.065534 1.839905 -0.394752
12 O -0.189757 1.027016 -0.899154
13 C -2.035389 2.349233 -1.274305
14 H -5.556673 4.639966 -2.283833
15 H -4.596339 5.403018 -0.998653
16 H -5.609451 3.977941 -0.635750
17 H -3.859503 4.281757 0.856280
18 H -2.185144 3.475778 2.393748
19 H -0.159473 3.480601 3.407733
20 H 0.618236 1.967603 3.931123
21 H -1.149271 2.080719 3.826580
22 H -2.022121 2.015129 -2.302659
23 C 2.655942 -3.553268 -1.901317
24 C 2.319582 -2.446049 -0.964160
25 N 1.367351 -1.599499 -1.203538
26 O 0.680101 -1.718242 -2.394283
27 C 2.999972 -2.270705 0.286541
28 C 4.122427 -3.123003 0.766970
29 N 2.483186 -1.323757 1.052959
30 O 2.914000 -1.057583 2.191823
31 H 1.807341 -3.780019 -2.539565
32 H 2.944086 -4.438374 -1.337301
33 H 3.498918 -3.266312 -2.534138
34 H -0.248637 -1.550132 -2.145698
35 H 4.792893 -3.394114 -0.049019
36 H 3.754871 -4.043657 1.229564
37 H 4.681327 -2.577168 1.524572
38 F -4.436017 -1.740863 0.245164
39 C -3.465495 -0.996276 0.752381
40 F -3.622592 -0.893936 2.067418
41 F -3.524071 0.222783 0.215195
42 S -1.826861 -1.732977 0.344589
43 O -1.758676 -1.736020 -1.093373
44 O -0.913378 -0.781626 1.007362
45 N -2.039981 -3.106497 1.030965
46 S -0.895915 -4.172258 1.330236
47 O -1.248443 -4.961104 2.461861
48 O 0.425479 -3.633831 1.203064
49 C -1.063575 -5.297905 -0.120959
50 F -2.314407 -5.722067 -0.268767
51 F -0.692191 -4.663240 -1.237009
52 F -0.265899 -6.352724 0.050415
53 C 4.269677 2.025214 -1.671401
54 C 2.972798 1.836312 -0.954721
55 C 2.090226 3.009966 -0.726512
56 O 2.701554 0.679629 -0.624010
57 H 4.744752 2.962294 -1.388966
58 H 4.047580 2.076364 -2.741728
59 H 4.928126 1.180030 -1.491491
60 H 2.668198 3.930655 -0.745714
61 H 1.543778 2.913838 0.206093
62 H 1.351057 3.033319 -1.531520

Forces on the atoms, in the same order (eV/Å):
-1.1 0.7 0.1
0.0 0.0 0.0
0.0 0.0 0.0
0.0 0.0 0.0
0.0 0.0 0.0
0.0 0.0 0.0
0.0 -0.1 0.0
0.0 0.1 -0.1
0.0 0.0 0.0
0.0 -0.1 0.0
0.1 0.1 0.0
0.0 0.0 -0.1
0.0 0.1 0.0
0.0 0.0 0.0
0.0 0.0 0.0
0.0 0.0 0.0
0.0 0.0 0.0
0.0 0.0 0.0
0.0 0.0 0.0
0.0 0.0 0.0
0.0 0.0 0.0
0.0 0.0 0.0
0.0 0.0 0.0
-0.1 0.0 0.0
-0.2 -0.2 0.1
0.2 0.2 -0.1
0.0 0.0 0.0
0.0 0.0 0.0
-0.3 -0.1 0.2
0.0 0.0 0.0
0.0 0.0 0.0
0.0 0.0 0.0
0.0 0.0 0.0
0.0 0.0 0.1
0.0 0.0 0.0
0.0 0.0 0.0
0.0 0.0 0.0
0.0 0.0 0.0
0.1 0.1 0.0
0.0 0.0 0.0
-0.1 -0.1 0.0
-0.7 -0.3 -0.1
0.1 0.0 0.0
1.2 -0.5 -0.1
0.2 0.4 0.0
0.0 -0.2 0.0
-0.1 0.0 0.0
0.1 0.1 0.0
0.0 0.0 0.0
0.0 0.0 0.0
0.0 0.0 0.0
0.0 0.0 0.0
0.0 0.0 0.0
0.1 -0.1 0.1
0.0 0.0 0.0
0.2 0.0 -0.1
0.0 0.0 0.0
0.0 0.0 0.0
0.0 0.0 0.0
0.0 0.0 0.0
0.0 0.0 0.0
0.0 0.0 0.0

The lowest unoccupied orbital energy comes out at -0.4 eV. The charge is 0. For the energy above the lowest of the compared OMol25 structures with the same formula, charge and spin, the calculation gives 16.0 kcal/mol. The calculation puts the gap between HOMO and LUMO at 0.27473 Ha.

=====

Record 3
A cluster of 2 separate species, C18H22N2O2 in total in a non-equilibrium geometry. Source: the Open Molecules 2025 dataset; level of theory: wB97M-V/def2-TZVPD.

Positions of all 44 atoms, in Å:
1 C 0.730422 4.801415 1.193685
2 C 1.366511 5.045325 -0.151134
3 C 1.634444 3.637190 -0.703264
4 O 2.146684 3.426833 -1.797047
5 N 1.228958 2.686123 0.205426
6 C 0.687450 3.265981 1.321527
7 O 0.236722 2.700069 2.308103
8 H 1.321678 5.229305 2.011186
9 H -0.282187 5.211720 1.239960
10 H 0.696210 5.592623 -0.818019
11 H 2.305787 5.601256 -0.063618
12 C -4.157022 -2.976347 -1.847266
13 C -3.513699 -2.145473 -2.963004
14 C -2.771994 -0.911158 -2.455668
15 N -1.858044 -1.229511 -1.360982
16 C -0.722926 -0.545702 -1.182181
17 C 0.226705 -0.907629 -0.220520
18 C 1.264242 -0.083463 0.171477
19 C 2.273359 -0.475272 1.097496
20 C 3.247544 0.459642 1.533369
21 C 4.206227 0.106804 2.472873
22 C 4.218096 -1.184121 3.026340
23 C 3.290164 -2.136156 2.578578
24 C 2.343958 -1.799463 1.615274
25 C -2.478000 -1.942662 -0.242711
26 C -3.180323 -3.217166 -0.696293
27 H -5.060251 -2.472722 -1.474925
28 H -4.477942 -3.943325 -2.250189
29 H -2.813028 -2.789999 -3.504982
30 H -4.268569 -1.833495 -3.692282
31 H -2.210885 -0.439639 -3.269470
32 H -3.514010 -0.184172 -2.084228
33 H -0.524031 0.318749 -1.827043
34 H 0.118041 -1.886206 0.260773
35 H 1.299497 0.943721 -0.212150
36 H 3.194655 1.462343 1.111244
37 H 4.955757 0.842044 2.773600
38 H 4.952427 -1.451675 3.782245
39 H 3.309439 -3.154083 2.978303
40 H 1.652823 -2.561730 1.247495
41 H -1.741151 -2.184001 0.522076
42 H -3.221463 -1.268703 0.221667
43 H -3.685723 -3.664418 0.168505
44 H -2.426553 -3.942854 -1.024227

Forces on the atoms, in the same order (eV/Å):
-0.1 0.1 0.3
0.1 0.2 -0.2
-0.2 0.0 0.5
-0.2 -0.1 0.3
0.0 0.6 -0.2
0.3 0.6 -0.4
0.1 -0.3 -0.2
-0.3 -0.2 0.0
0.1 -0.1 0.2
0.2 0.0 -0.1
-0.1 -0.1 -0.3
-0.2 0.2 0.1
0.2 -0.4 -0.1
-0.5 0.4 -0.1
0.7 0.8 0.2
-0.3 -0.4 0.1
0.3 -0.2 0.7
-0.8 -0.7 -1.2
1.0 -0.8 1.2
-0.6 -0.2 -0.3
0.1 -0.3 0.2
-0.3 0.3 -0.5
0.0 0.0 -0.1
0.1 0.5 0.1
-0.5 -0.5 0.3
0.2 -0.2 -0.1
0.2 0.0 0.0
0.0 0.2 0.0
0.1 0.1 0.0
0.1 0.0 0.1
-0.1 -0.1 0.2
0.2 -0.1 -0.1
-0.1 -0.4 0.1
-0.1 0.5 -0.3
0.1 0.0 0.1
0.0 -0.2 0.2
-0.3 -0.3 0.0
-0.1 0.1 -0.1
0.0 0.4 -0.1
0.3 0.2 0.3
-0.1 0.2 -0.2
0.3 0.0 -0.2
0.0 0.1 -0.2
0.0 0.1 0.0

The lowest unoccupied orbital energy comes out at -1.5 eV. The charge is 0. For the energy above the lowest of the compared OMol25 structures with the same formula, charge and spin, the calculation gives 80.1 kcal/mol. The calculation puts the gap between HOMO and LUMO at 0.22867 Ha.

=====

Record 4
The molecule C18H22N2O6 in a non-equilibrium geometry. Source: the Open Molecules 2025 dataset; level of theory: wB97M-V/def2-TZVPD.

Positions of all 48 atoms, in Å:
1 C 5.629385 1.265754 -3.406874
2 C 6.432959 2.133075 -2.444526
3 C 5.536525 2.961335 -1.519932
4 N 4.755664 2.127226 -0.637129
5 C 5.051241 1.985114 0.655591
6 O 5.895186 2.585003 1.279264
7 N 4.256963 1.022414 1.348677
8 C 3.341643 0.157279 0.847550
9 O 3.032234 0.082039 -0.321510
10 C 2.751151 -0.800173 1.891355
11 O 1.407494 -1.101613 1.576431
12 C 0.614343 -0.019543 1.470257
13 O 1.018948 1.104664 1.670717
14 C -0.751600 -0.374139 1.114947
15 O -1.052473 -1.692768 0.918687
16 C -2.361750 -1.738283 0.599903
17 C -3.128533 -2.853181 0.305116
18 C -4.462097 -2.658329 0.007041
19 C -5.037892 -1.376393 -0.000439
20 O -6.339044 -1.112442 -0.304614
21 C -7.251358 -2.167753 -0.532250
22 C -7.701901 -2.849321 0.756887
23 C -4.264593 -0.261738 0.293501
24 C -2.918891 -0.442389 0.593493
25 C -1.845085 0.439120 0.932945
26 C -1.920631 1.914513 1.057153
27 H 4.968091 1.881367 -4.013031
28 H 6.296949 0.723631 -4.072262
29 H 5.026351 0.539162 -2.867756
30 H 7.065654 2.818550 -3.010985
31 H 7.082568 1.503511 -1.833559
32 H 6.148161 3.610811 -0.889791
33 H 4.854034 3.575872 -2.114589
34 H 4.041704 1.524395 -1.031502
35 H 4.442242 1.025399 2.342817
36 H 2.813513 -0.365409 2.895165
37 H 3.284095 -1.753080 1.854308
38 H -2.696159 -3.840481 0.307497
39 H -5.059869 -3.523543 -0.229644
40 H -6.835440 -2.897665 -1.237687
41 H -8.106713 -1.681631 -1.010062
42 H -8.146974 -2.115645 1.424138
43 H -8.440501 -3.612703 0.528081
44 H -6.861861 -3.312202 1.268900
45 H -4.716364 0.716306 0.279690
46 H -2.261179 2.348022 0.117793
47 H -0.946617 2.320181 1.310764
48 H -2.639570 2.185680 1.829472

Forces on the atoms, in the same order (eV/Å):
0.2 0.1 0.1
-0.3 0.1 0.0
0.5 0.1 0.0
-0.3 -0.1 -0.5
-0.3 -0.4 0.2
0.3 0.2 0.2
0.3 0.2 0.2
0.0 -0.2 0.2
-0.2 -0.1 -0.2
0.1 0.2 0.0
-0.1 -0.2 -0.1
0.3 0.2 0.2
-0.2 -0.3 0.0
-1.0 0.6 -0.2
0.4 -0.3 0.0
-0.8 0.7 -0.1
0.4 0.1 0.1
-0.2 0.0 -0.1
0.2 0.2 0.1
0.1 0.2 0.0
-0.3 -0.3 0.1
0.2 0.2 -0.3
0.0 -0.2 0.0
0.2 -0.8 0.0
0.9 -0.3 0.2
0.1 0.0 0.0
-0.1 0.0 -0.1
0.0 -0.1 -0.1
-0.1 -0.1 0.0
0.1 0.0 0.0
0.1 0.1 0.0
-0.1 0.0 -0.1
0.1 0.0 0.0
0.1 0.0 0.2
0.0 0.0 -0.2
0.0 -0.1 -0.1
0.0 0.2 0.0
0.0 -0.1 0.0
-0.1 -0.1 0.0
0.0 0.1 0.0
0.1 -0.1 0.0
-0.1 0.0 0.1
-0.1 -0.1 0.0
0.0 -0.1 0.1
-0.1 0.1 0.0
0.0 0.1 -0.1
0.0 0.1 0.0
-0.1 0.1 0.0

The lowest unoccupied orbital energy comes out at 0.1 eV. The charge is 0. The SMILES is CCCNC(=O)NC(=O)COC(=O)c1oc2ccc(OCC)cc2c1C. For the energy above the lowest of the compared OMol25 structures with the same formula, charge and spin, the calculation gives 5.9 kcal/mol. The calculation puts the gap between HOMO and LUMO at 0.31238 Ha.

=====

Record 5
A structure of composition C18H22N2O7PtS2 in a non-equilibrium geometry. Source: the Open Molecules 2025 dataset; level of theory: wB97M-V/def2-TZVPD.

Positions of all 52 atoms, in Å:
1 Pt -0.819127 0.218352 -0.486923
2 O -1.934775 3.095989 -2.885038
3 C -1.581708 1.994006 -2.661260
4 O -1.996315 0.877237 -2.286482
5 C 0.238752 1.778984 -2.957927
6 O 0.555062 2.123339 -4.052317
7 O 0.697704 1.264072 -1.941383
8 C -3.731281 -1.324756 2.447566
9 C -2.394145 -0.884662 1.918512
10 O -2.171356 -1.107444 0.711178
11 C -1.424833 -0.295432 2.806152
12 C -1.775167 0.050274 4.128221
13 C -0.849252 0.521916 5.017288
14 C 0.489533 0.629747 4.612757
15 C 0.853225 0.343292 3.322592
16 C -0.094900 -0.071587 2.363710
17 O 0.335318 -0.274298 1.137870
18 H -4.217901 -1.952159 1.705432
19 H -4.355086 -0.442874 2.615328
20 H -3.633257 -1.866567 3.386082
21 H -2.807001 -0.038305 4.441933
22 H -1.148384 0.813842 6.014349
23 H 1.237897 0.968196 5.318360
24 H 1.878292 0.438696 2.986255
25 C 0.380621 -2.499915 -0.603834
26 C 0.642199 -3.892900 -1.236132
27 N 0.327683 -3.854206 -2.659515
28 C 1.132856 -2.817460 -3.297125
29 C 0.727485 -1.419041 -2.749414
30 N -0.221188 -1.608313 -1.631639
31 C -1.466990 -2.225761 -2.139929
32 C -1.091382 -3.562588 -2.846188
33 H 1.293944 -2.034168 -0.239721
34 H -0.310705 -2.572553 0.230377
35 H 0.020941 -4.657056 -0.767141
36 H 1.685538 -4.185876 -1.116377
37 H 0.979003 -2.863185 -4.375507
38 H 2.184039 -3.025997 -3.097408
39 H 0.234171 -0.831308 -3.521987
40 H 1.587524 -0.858095 -2.395896
41 H -1.944511 -1.529739 -2.827111
42 H -2.135045 -2.385036 -1.295558
43 H -1.291420 -3.503005 -3.916317
44 H -1.671227 -4.391526 -2.439682
45 C 1.692531 3.666038 0.701596
46 O 0.540862 2.856354 0.442534
47 C -0.518290 2.926221 1.227813
48 S -0.643427 3.768535 2.631262
49 S -1.892084 2.033967 0.652248
50 H 2.086899 3.946266 -0.270994
51 H 2.428287 3.082241 1.252498
52 H 1.417770 4.548147 1.273037

Forces on the atoms, in the same order (eV/Å):
-1.4 0.8 -1.0
-0.1 -0.3 0.1
0.4 0.8 -0.2
0.6 -1.0 1.2
-0.7 -0.4 0.7
0.4 0.3 -0.6
0.0 0.1 0.3
0.0 0.0 -0.1
-0.1 -0.2 0.0
-0.3 0.1 0.1
0.2 0.2 0.0
-0.1 -0.1 -0.1
0.2 0.1 0.1
-0.2 0.0 0.1
0.1 -0.1 -0.3
-0.2 0.1 0.3
0.0 0.3 -0.9
0.0 0.0 0.0
0.0 0.0 0.0
0.0 0.0 0.0
0.0 0.0 0.0
0.0 0.0 0.0
0.0 0.0 0.0
0.0 0.1 0.0
0.1 -0.5 -0.3
-0.1 0.2 -0.1
0.1 -0.3 -0.2
-0.2 0.1 0.1
0.1 -0.3 -0.1
0.0 0.6 1.0
0.0 -0.3 -0.2
0.1 0.2 0.1
0.0 0.1 0.0
0.0 0.1 0.0
0.0 0.0 0.0
0.0 0.0 0.0
0.0 0.0 0.0
0.0 0.0 0.0
-0.1 0.1 0.1
0.0 0.0 0.1
0.0 0.1 0.0
0.0 0.0 0.0
0.0 0.0 0.0
0.0 0.0 0.0
0.0 0.0 0.1
-0.1 0.0 -0.2
-0.1 0.3 0.6
0.0 0.1 -0.1
0.9 -0.7 -0.7
0.0 -0.1 0.0
0.0 0.0 0.0
0.0 0.0 0.0

The lowest unoccupied orbital energy comes out at -2.7 eV. The charge is 0. The calculation puts the gap between HOMO and LUMO at 0.17388 Ha.

=====

In the order shown, the computed calculated total energy values come out to -66700.199; -84779.602; -26096.879; -34289.544; -61249.250 eV.